No. 1
ORCA calculation (ωB97M-V with the def2-TZVPD basis set) on a molecular structure, C21H23BiN3O3S2.

```
53
Properties=species:S:1:pos:R:3
Bi -1.32691 -0.53678 0.76519
C -1.51974 3.87283 2.14203
C -1.88563 2.53495 1.57903
N -0.98743 1.76394 1.07948
N 0.33034 2.17709 1.05118
C 1.18127 1.29936 1.42380
S 0.76162 -0.29183 2.12242
S 2.89647 1.55662 1.26371
C 2.92314 2.76809 -0.11742
C 2.62516 2.08927 -1.42355
C 1.33275 2.09479 -1.94352
C 1.04713 1.42790 -3.12802
C 2.04974 0.74565 -3.80330
C 3.34179 0.73849 -3.29157
C 3.62575 1.40559 -2.10950
C -3.27944 2.06054 1.61665
C -4.30916 2.97243 1.35428
C -5.63249 2.59451 1.42065
C -5.95533 1.29520 1.80306
C -4.95839 0.38382 2.09080
C -3.61494 0.74133 1.98663
O -2.67861 -0.19594 2.30504
H -0.68367 3.75572 2.83171
H -2.35789 4.32483 2.66120
H -1.17277 4.53617 1.34590
H 3.92986 3.18062 -0.08638
H 2.19972 3.54216 0.12065
H 0.55366 2.64469 -1.42795
H 0.04328 1.45585 -3.53451
H 1.83033 0.23930 -4.73481
H 4.13236 0.22332 -3.82268
H 4.63592 1.40270 -1.71474
H -4.05538 3.98844 1.07495
H -6.41249 3.30792 1.19243
H -6.99169 0.99167 1.87268
H -5.18515 -0.62621 2.40709
O -0.21186 -4.92838 1.21404
C -0.10303 -3.70688 1.02168
O -0.99249 -2.84272 1.24965
C 1.27657 -3.26804 0.42779
N 2.08236 -4.53064 0.38587
C 2.53726 -4.76962 -1.01384
C 1.44693 -4.10236 -1.83740
C 1.15355 -2.82437 -1.03875
H 1.73928 -2.52079 1.06477
H 1.28364 -5.19359 0.71515
H 2.83787 -4.55524 1.06290
H 2.65304 -5.83352 -1.20150
H 3.49309 -4.26843 -1.16002
H 0.56122 -4.73870 -1.87770
H 1.77073 -3.89859 -2.85517
H 0.15855 -2.43876 -1.25812
H 1.88012 -2.04447 -1.27197
```

E   -2214.8209 Ha
Total charge   +1
HOMO level   -11.30 eV

=====

No. 2
ORCA calculation (ωB97M-V with the def2-TZVPD basis set) on a molecular structure, C60H49Cl5FeGe2N5OS.

```
124
Properties=species:S:1:pos:R:3
Fe 0.01527 0.70204 0.15349
Cl -3.74367 0.52619 -1.34994
C -3.33770 0.16188 0.32057
C -2.07387 0.51472 0.77273
C -1.92373 0.30605 2.14473
Cl -0.38262 0.83204 2.82133
C -2.85613 -0.25903 3.00113
Cl -2.50293 -0.50878 4.67884
C -4.08260 -0.63965 2.47295
Cl -5.28999 -1.34878 3.49044
C -4.32733 -0.40910 1.11916
Cl -5.87871 -0.82780 0.46689
C 2.14031 2.94736 -2.26185
S 1.11184 1.46537 -2.28520
O 1.10666 2.51516 0.67511
C -0.14606 1.99911 -3.42529
C -1.38734 2.39167 -2.94926
C -2.37297 2.80977 -3.84091
C -2.11317 2.83828 -5.20015
C -0.87019 2.44119 -5.67884
C 0.11159 2.01377 -4.79179
H 1.51147 3.83531 -2.21837
H 2.77155 2.97820 -3.14925
H 2.75391 2.89882 -1.36258
H -1.57174 2.36001 -1.88228
H -3.34298 3.11180 -3.46045
H -2.88319 3.15846 -5.89304
H -0.66899 2.44792 -6.74359
H 1.07683 1.67671 -5.15318
C -0.07829 2.72306 0.32368
Ge -1.28586 3.97193 1.44030
C -0.19694 5.20224 2.53016
C -0.70669 5.89962 3.63165
C 0.08338 6.79264 4.35061
C 1.40385 7.00563 3.97858
C 1.92735 6.32811 2.88656
C 1.13562 5.43392 2.17011
C -2.09964 5.14622 0.06737
C -1.40327 5.37644 -1.12193
C -1.90005 6.22497 -2.10797
C -3.11414 6.86989 -1.91768
C -3.82067 6.66569 -0.73815
C -3.31732 5.81344 0.24115
C -2.77431 3.32705 2.53244
C -2.63480 3.09414 3.90384
C -3.66596 2.52059 4.64393
C -4.84722 2.14462 4.01804
C -4.99134 2.33689 2.64896
C -3.96273 2.92054 1.91529
H -1.74078 5.75869 3.92875
H -0.33435 7.32366 5.19872
H 2.02328 7.69431 4.54035
H 2.95739 6.48977 2.59142
H 1.56765 4.89497 1.33471
H -0.46107 4.86502 -1.28743
H -1.34756 6.36465 -3.03010
H -3.50877 7.52766 -2.68350
H -4.77057 7.16408 -0.58320
H -3.88540 5.66932 1.15435
H -1.70172 3.33743 4.40036
H -3.53193 2.33851 5.70437
H -5.64237 1.67828 4.58879
H -5.89363 2.00884 2.14544
H -4.07855 3.03148 0.84118
C -1.35397 -1.55540 -2.98380
Ge -0.27933 -1.47673 -1.27669
C 1.46241 -2.20338 -1.99426
C 2.27077 -3.01269 -1.18471
C 3.49265 -3.51915 -1.61823
C 3.94886 -3.21039 -2.89492
C 3.16721 -2.41349 -3.72792
C 1.94047 -1.92219 -3.28143
C -1.03140 -3.14694 -0.38511
C -1.69020 -2.93618 0.80333
C -2.38518 -3.95559 1.51268
C -2.42937 -5.21595 1.01195
C -1.78525 -5.51316 -0.22048
C -1.85155 -6.82573 -0.76179
C -1.25568 -7.12749 -1.94810
C -0.54951 -6.12000 -2.65230
C -0.46587 -4.85350 -2.15286
C -1.08495 -4.49079 -0.91963
H -0.88893 -2.25372 -3.68923
H -1.45095 -0.58106 -3.47310
H -2.36154 -1.91535 -2.75569
H 1.93167 -3.28992 -0.18802
H 4.07793 -4.15628 -0.96205
H 4.90270 -3.59505 -3.23831
H 3.51152 -2.17663 -4.73021
H 1.34136 -1.31788 -3.96031
H -1.69429 -1.94196 1.22818
H -2.87887 -3.71677 2.45028
H -2.95642 -6.00897 1.53398
H -2.38783 -7.58856 -0.20365
H -1.31432 -8.13372 -2.34902
H -0.06068 -6.35830 -3.58947
H 0.10021 -4.10333 -2.68839
C 1.44788 -2.12767 2.55986
C 2.35917 -1.32163 1.69032
N 1.99463 -0.37695 0.83723
C 3.16471 0.05741 0.23464
C 4.22836 -0.60448 0.74431
N 3.70744 -1.48506 1.66412
C 4.54280 -2.43482 2.42073
N 5.23645 -3.36613 1.63156
N 6.62695 -3.12886 1.39426
N 6.99217 -4.10044 0.52663
C 5.93171 -4.86255 0.21398
C 5.81184 -5.97237 -0.66789
C 4.53846 -6.55646 -0.82249
C 3.42063 -6.10172 -0.14425
C 3.52413 -4.99432 0.76204
C 4.77084 -4.41203 0.90126
H 0.52050 -2.32498 2.02273
H 1.19890 -1.60226 3.48385
H 1.89153 -3.08552 2.81762
H 3.15596 0.81401 -0.53409
H 5.28328 -0.58929 0.51959
H 3.90557 -2.91122 3.16542
H 5.31239 -1.85933 2.92885
H 6.67293 -6.33156 -1.21766
H 4.42182 -7.38772 -1.51257
H 2.45545 -6.56317 -0.31661
H 2.64570 -4.61760 1.27330
```

E   -10781.4556 Ha
Spin multiplicity   6
Total charge   -2
HOMO level (spin up / spin down)   0.36 / -2.63 eV
⟨S²⟩   8.968

=====

No. 3
ORCA calculation (ωB97M-V with the def2-TZVPD basis set) on a single C5H8N2S molecule.

```
16
Properties=species:S:1:pos:R:3
C 2.24350 -0.14218 1.07461
C -0.78742 -1.45567 -0.13786
C -2.15724 -0.94855 0.25317
C -2.16813 0.36811 0.28672
C -0.82492 0.90239 -0.06018
H 2.00565 -1.06361 1.62708
H 3.34896 -0.04285 1.00569
H 1.82898 0.70383 1.62111
H -0.36479 -2.04933 0.61633
H -0.82711 -2.07986 -1.05640
H -3.00182 -1.58530 0.44488
H -2.98151 1.05590 0.53921
H 0.46613 2.25904 -0.33178
N -0.06155 -0.22431 -0.36770
N -0.50488 2.13508 -0.06425
S 1.60349 -0.18236 -0.62133
```

E   -702.9902 Ha
HOMO level   -8.91 eV
SMILES string   [H]/N=C1/C=CCN1SC

=====

No. 4
ORCA calculation (ωB97M-V with the def2-TZVPD basis set) on a single C3H7N3O molecule.

```
14
Properties=species:S:1:pos:R:3
C 2.18783 -0.67751 0.56592
N 1.57765 0.67860 0.27289
C 0.18511 0.89642 -0.28487
O -0.06931 1.90757 -0.89196
N -0.62186 -0.14134 -0.00055
C -1.95803 -0.18893 -0.40119
N -2.66544 -1.19430 -0.10805
H 2.00107 -1.27936 -0.33278
H 1.61197 -1.08350 1.41015
H 2.17933 1.18872 -0.37811
H 1.62695 1.22128 1.13821
H -0.18675 -0.95321 0.43917
H -2.25967 0.70252 -0.95722
H -3.60884 -1.07696 -0.47162
```

E   -357.9263 Ha
HOMO level   -7.21 eV

=====

No. 5
ORCA calculation (ωB97M-V with the def2-TZVPD basis set) on a molecular structure, C26H37MoN2O2Si.

```
69
Properties=species:S:1:pos:R:3
Mo 0.73457 -0.88590 -0.46990
O 2.42885 -0.98072 0.04620
C 3.35917 -1.64370 0.87389
C 4.69741 -1.47146 0.70570
C 5.55715 -2.17814 1.54892
C 5.05767 -3.01540 2.53721
C 3.68765 -3.16527 2.68171
C 2.82184 -2.47927 1.83769
C 1.40135 -2.67604 1.95158
N 0.49605 -2.11274 1.22134
N -0.83341 -2.53059 1.49315
C -1.60170 -2.24054 0.52445
O -0.96672 -1.53530 -0.54204
C -3.00933 -2.55186 0.44327
C -3.68617 -2.99102 1.58380
C -5.02018 -3.33208 1.48693
C -5.67654 -3.23862 0.26204
C -5.00298 -2.80152 -0.87161
C -3.66873 -2.45809 -0.78296
H 5.09258 -0.81983 -0.06421
H 6.62845 -2.07441 1.41641
H 5.73625 -3.55728 3.18519
H 3.28030 -3.82411 3.44465
H 1.02885 -3.37413 2.69463
H -3.16214 -3.05430 2.53134
H -5.55482 -3.67783 2.36422
H -6.72229 -3.51913 0.18855
H -5.52154 -2.74188 -1.82226
H -3.12759 -2.15364 -1.67205
C -1.32971 1.95033 2.35917
C -0.13756 2.25398 1.42607
C 1.16445 1.72994 2.04655
C -0.01467 3.77067 1.17119
Si -0.44283 1.31968 -0.13551
C -1.88245 1.65280 -1.26798
C -3.09155 1.23630 -0.40040
C -1.83498 0.79195 -2.53763
C -2.00442 3.13533 -1.64835
C 2.46730 1.26783 -2.46763
C 1.85853 2.37379 -3.19386
C 3.53914 1.59532 -1.53151
C 2.22567 -0.13404 -2.87536
H -1.12118 2.43192 3.32117
H -1.46580 0.87701 2.55063
H -2.27048 2.35985 1.98504
H 1.27626 2.16227 3.04725
H 2.04845 2.02415 1.46515
H 1.16490 0.64586 2.16637
H 0.11967 4.27683 2.13543
H -0.90899 4.19402 0.70633
H 0.85662 4.02591 0.54855
H -3.02688 0.21446 -0.00821
H -3.98518 1.28168 -1.03656
H -3.24886 1.91886 0.43760
H -1.64557 -0.25719 -2.35309
H -1.11644 1.15791 -3.25763
H -2.81301 0.84308 -3.02707
H -2.07869 3.78710 -0.77550
H -2.93177 3.25895 -2.22098
H -1.18716 3.49112 -2.27831
H 1.60264 3.21867 -2.54453
H 1.04331 2.09689 -3.84782
H 2.67455 2.76747 -3.83792
H 3.40614 2.57076 -1.05887
H 4.44902 1.68418 -2.15932
H 3.74012 0.82351 -0.79799
H 1.77276 -0.23204 -3.86122
H 1.55427 -0.73653 -2.26526
H 3.12036 -0.74582 -2.77584
```

E   -1629.4957 Ha
Total charge   +3
HOMO level   -16.63 eV

=====

No. 6
ORCA calculation (ωB97M-V with the def2-TZVPD basis set) on a molecular structure, C22H15ClN7ORh.

```
47
Properties=species:S:1:pos:R:3
Rh -0.06235 -0.52855 -0.88832
Cl -3.09881 5.77861 0.45641
C -2.70299 4.16122 0.06288
C -3.46155 3.46188 -0.89736
C -3.17702 2.15583 -1.19595
C -2.11499 1.46188 -0.57266
O -1.88481 0.23148 -0.92085
C -1.36046 2.17777 0.42449
C -0.47166 1.48020 1.27229
N -0.19327 0.21496 1.10148
C 0.12499 -0.77098 2.02759
C 0.45285 -0.59740 3.35772
C 0.55145 -1.71057 4.20506
C 0.24728 -2.97348 3.76337
C -0.12885 -3.17972 2.41825
C -0.57345 -4.41302 1.89321
C -0.97130 -4.48654 0.58058
C -0.87393 -3.35173 -0.23214
N -0.44922 -2.19148 0.23224
C -0.11628 -2.07509 1.54483
C -1.66457 3.53010 0.69293
H -4.26780 3.97280 -1.40717
H -3.75366 1.61104 -1.93280
H -0.10957 1.99940 2.15861
H 0.60842 0.39947 3.74880
H 0.84530 -1.55696 5.23434
H 0.26332 -3.81544 4.44266
H -0.62954 -5.27979 2.53965
H -1.35338 -5.40574 0.16109
H -1.14152 -3.39607 -1.28168
H -1.08434 4.07339 1.42858
N 3.93159 -1.71795 -1.24224
C 2.73245 -2.08986 -0.79891
N 1.87611 -1.13307 -1.10131
C 2.63665 -0.17881 -1.74191
N 3.89092 -0.52062 -1.83871
C 1.96445 0.99256 -2.26501
C 2.60163 2.10618 -2.81027
N 1.90238 3.10015 -3.31426
C 0.57949 3.01451 -3.34343
C -0.07246 1.91980 -2.79610
N 0.61165 0.92991 -2.22105
H 4.81029 -2.21363 -1.18254
H 2.51621 -3.01446 -0.28847
H 3.68405 2.16309 -2.82315
H 0.03545 3.82790 -3.80424
H -1.14917 1.83682 -2.84655
```

E   -1876.1167 Ha
Total charge   +2
HOMO level   -13.71 eV